{
  "formula": "C41H58O36",
  "method": "ωB97M-V with the def2-TZVPD basis set",
  "s_squared": 0.75,
  "total_energy_ha": -4305.73999,
  "spin_multiplicity": 2,
  "total_charge": -1,
  "homo_ha": [-0.022, -0.314],
  "homo_lumo_gap_ha": [0.0750, 0.3665],
  "elements": ["C", "C", "O", "C", "O", "O", "H", "H", "H", "H", "C", "C", "O", "C", "O", "O", "H", "H", "H", "H", "C", "C", "O", "C", "O", "O", "H", "H", "H", "H", "C", "C", "O", "C", "O", "O", "H", "H", "H", "H", "C", "C", "O", "C", "O", "O", "H", "H", "H", "H", "C", "C", "O", "C", "O", "O", "H", "H", "H", "H", "C", "C", "O", "C", "O", "O", "H", "H", "H", "H", "C", "C", "C", "O", "C", "O", "O", "H", "H", "H", "H", "H", "H", "C", "C", "C", "O", "C", "O", "O", "H", "H", "H", "H", "H", "H", "C", "C", "C", "O", "C", "O", "O", "H", "H", "H", "H", "H", "H", "C", "C", "C", "O", "C", "O", "O", "H", "H", "H", "H", "H", "H", "C", "C", "C", "O", "C", "O", "O", "H", "H", "H", "H", "H", "H"],
  "positions_angstrom": [[6.025, -9.111, 15.560], [4.603, -9.379, 15.243], [4.563, -10.313, 14.219], [5.868, -10.506, 13.806], [6.237, -11.253, 12.923], [6.746, -9.835, 14.528], [6.290, -9.525, 16.533], [6.482, -8.121, 15.547], [4.060, -8.592, 14.718], [4.119, -9.684, 16.171], [4.426, -3.857, 24.412], [4.916, -2.480, 24.138], [4.841, -2.373, 22.739], [4.061, -3.349, 22.298], [3.722, -3.499, 21.194], [3.851, -4.247, 23.245], [3.612, -3.779, 25.132], [5.329, -4.390, 24.710], [5.879, -2.328, 24.627], [4.197, -1.807, 24.606], [1.717, -9.483, 21.395], [2.433, -8.909, 22.579], [1.514, -9.066, 23.637], [0.566, -9.933, 23.349], [-0.278, -10.340, 24.168], [0.614, -10.137, 22.010], [2.391, -10.054, 20.756], [1.292, -8.699, 20.767], [2.601, -7.882, 22.254], [3.383, -9.399, 22.794], [0.491, -4.040, 22.491], [0.554, -4.109, 24.015], [0.167, -5.458, 24.295], [-0.463, -5.881, 23.122], [-1.085, -6.980, 23.144], [-0.288, -5.146, 22.131], [1.478, -4.191, 22.053], [0.107, -3.080, 22.146], [-0.178, -3.548, 24.595], [1.538, -4.075, 24.483], [2.879, -1.041, 18.854], [2.547, 0.374, 18.232], [3.243, 0.343, 16.983], [3.854, -0.889, 16.875], [4.496, -1.293, 15.949], [3.835, -1.511, 17.925], [2.037, -1.733, 18.826], [3.286, -0.913, 19.857], [3.064, 1.126, 18.829], [1.480, 0.410, 18.013], [3.208, -6.692, 11.587], [4.358, -7.710, 11.657], [5.096, -7.200, 12.756], [4.433, -6.232, 13.407], [4.708, -5.805, 14.492], [3.283, -5.968, 12.755], [2.326, -7.322, 11.471], [3.286, -6.044, 10.713], [4.968, -7.667, 10.754], [3.979, -8.713, 11.855], [6.772, -5.486, 21.541], [7.324, -5.116, 22.920], [6.618, -6.001, 23.758], [5.787, -6.756, 23.069], [5.053, -7.601, 23.625], [5.925, -6.544, 21.742], [7.582, -5.737, 20.857], [6.231, -4.680, 21.046], [6.969, -4.095, 23.060], [8.410, -5.209, 22.932], [8.724, -6.540, 18.430], [8.409, -5.753, 17.163], [7.206, -4.967, 17.127], [7.673, -3.657, 16.773], [8.951, -3.661, 16.681], [9.643, -2.689, 16.478], [9.448, -4.830, 16.894], [8.913, -5.808, 19.216], [9.610, -7.165, 18.321], [7.839, -7.131, 18.665], [8.507, -6.378, 16.276], [6.707, -4.975, 18.096], [6.527, -5.417, 16.403], [3.012, -5.033, 17.337], [3.634, -5.816, 18.519], [2.742, -6.270, 19.660], [3.153, -7.625, 19.879], [3.780, -8.097, 18.834], [4.022, -9.305, 18.665], [4.150, -7.080, 18.055], [2.204, -4.362, 17.630], [2.507, -5.692, 16.631], [3.764, -4.436, 16.820], [4.487, -5.250, 18.893], [1.706, -6.234, 19.323], [2.743, -5.822, 20.654], [2.412, -0.606, 13.166], [2.725, -2.107, 13.285], [2.259, -2.832, 14.534], [1.271, -3.769, 14.073], [1.080, -3.595, 12.765], [0.203, -4.149, 12.052], [1.941, -2.716, 12.291], [2.667, -0.120, 12.225], [2.756, 0.027, 13.984], [1.337, -0.457, 13.274], [3.775, -2.284, 13.051], [1.842, -2.148, 15.273], [3.086, -3.315, 15.055], [0.606, -11.793, 17.288], [2.025, -11.622, 16.781], [3.143, -12.252, 17.593], [3.552, -13.276, 16.838], [3.103, -13.102, 15.567], [3.497, -13.808, 14.654], [2.110, -12.273, 15.536], [0.435, -11.292, 18.241], [0.351, -12.851, 17.355], [-0.087, -11.319, 16.594], [2.314, -10.587, 16.599], [2.825, -12.652, 18.556], [3.966, -11.542, 17.676], [-1.443, -4.145, 17.988], [-0.567, -3.547, 16.873], [-1.477, -3.246, 15.633], [-1.346, -1.909, 15.337], [-0.583, -1.301, 16.310], [-0.203, -0.156, 16.372], [-0.106, -2.245, 17.133], [-0.709, -4.155, 18.793], [-1.769, -5.146, 17.704], [-2.275, -3.467, 18.178], [0.249, -4.207, 16.579], [-2.547, -3.310, 15.833], [-1.297, -3.957, 14.827]],
  "atomic_forces_ev_per_a": [[2.395, -0.020, 0.224], [-1.878, 2.016, 0.181], [2.062, -2.062, -1.010], [0.513, -2.591, -1.937], [-1.352, 1.253, 1.003], [-0.521, 0.710, 0.962], [0.029, -0.271, -0.028], [-0.895, 0.358, -0.164], [0.031, 0.964, 1.193], [-0.377, -0.180, -0.341], [0.884, 0.786, 2.476], [-0.536, 0.946, 1.619], [0.963, 0.955, -0.372], [0.823, 0.729, 1.740], [-1.091, -0.431, -3.712], [-0.893, -2.342, -1.376], [0.337, -0.511, 0.668], [-0.826, -1.074, 0.088], [0.321, 0.338, -0.875], [-0.029, 0.716, -0.290], [-0.698, 0.384, -0.093], [0.565, 0.533, -0.949], [1.091, 0.864, 1.489], [-2.728, -0.204, 1.481], [2.798, 0.793, -3.097], [-0.900, -2.140, -0.313], [-0.489, -0.742, 0.160], [-0.095, -0.074, 0.063], [0.269, 0.249, 1.257], [-0.142, 0.131, 0.226], [1.755, 1.651, 0.589], [0.151, -0.792, 1.397], [-1.129, -0.629, -2.578], [-2.358, -7.817, 5.469], [1.956, 3.845, -0.651], [-0.412, 2.085, -3.156], [0.034, 0.177, 0.025], [-0.317, -0.312, -0.214], [0.252, 0.849, -0.502], [0.005, 0.908, -0.487], [-0.732, 1.510, -0.072], [0.477, -1.443, 0.293], [0.035, -1.160, -0.841], [1.333, 3.675, -4.300], [-0.284, 0.495, -1.654], [-0.324, -4.015, 6.047], [-0.022, 0.145, 0.245], [0.138, -0.513, -0.162], [-0.870, 0.337, 0.042], [0.142, 0.815, 0.388], [-0.076, -1.615, -2.209], [-0.237, 0.952, -0.352], [1.207, -0.183, 0.558], [-0.840, -0.964, 0.719], [0.295, 0.219, -0.716], [-0.203, 1.034, 1.177], [-0.585, 0.755, 0.439], [-0.022, 0.156, 0.129], [0.091, -0.297, 0.202], [0.380, -0.030, 0.152], [1.611, 1.472, -1.332], [-0.647, 0.778, -1.586], [0.819, 0.331, 1.009], [-2.520, -3.627, 1.781], [2.278, 2.855, -2.418], [-1.478, -1.751, 0.738], [-0.081, -0.415, 0.036], [-0.186, 0.257, 0.237], [0.494, 0.175, 0.786], [-0.193, -0.141, 0.638], [-0.313, 0.570, -0.467], [3.171, -2.738, -0.640], [-2.149, 0.721, 0.211], [-3.800, -0.032, 0.079], [3.014, 3.396, -0.369], [-0.699, -0.455, -0.127], [1.775, -1.740, 0.800], [-0.045, -0.101, 0.159], [-0.177, -0.015, -0.076], [0.125, -0.212, 0.244], [-0.536, -0.689, 0.161], [-0.094, 0.545, 0.088], [-0.297, 0.724, -0.210], [-0.246, -0.376, 0.442], [0.385, 0.969, -0.103], [-0.877, -0.092, 0.283], [-0.933, -0.201, 0.749], [1.020, -2.480, -0.300], [-0.438, 3.208, -0.054], [0.451, -0.651, -1.298], [0.241, 0.224, 0.603], [0.353, -0.337, -0.098], [-0.002, -0.206, 0.016], [0.022, 0.006, 0.106], [-0.265, -0.400, -0.032], [0.651, 0.621, -0.427], [-0.770, 0.429, 0.974], [0.443, 1.571, -0.199], [0.657, 0.442, 0.898], [-0.197, -0.095, 0.509], [-2.839, -1.621, -2.629], [3.014, 1.573, 2.856], [-0.303, -0.544, -1.759], [0.366, -0.497, -0.055], [0.736, -0.359, 0.074], [-0.348, -0.359, -0.194], [-0.026, -0.158, 0.158], [-0.453, 0.030, -0.151], [-0.164, -0.432, -0.340], [-0.039, 0.515, -0.082], [-0.969, 1.174, 0.838], [-0.522, 1.925, 1.880], [1.297, -2.424, -2.307], [1.805, -4.290, -1.805], [-0.676, 1.635, 1.345], [-0.603, 0.971, -0.927], [0.229, -0.177, 0.159], [0.061, 0.005, 0.136], [0.002, -0.113, -0.155], [-0.571, 0.204, 0.156], [0.000, 0.417, 0.192], [-0.068, 0.134, 0.628], [1.874, 0.901, -0.402], [-2.701, -0.283, -1.927], [-1.132, -2.148, 0.540], [1.612, 2.754, 0.157], [1.113, 0.364, -1.167], [-1.296, -1.422, -0.351], [0.724, 0.235, 1.582], [-0.702, -0.445, 0.786], [0.003, 0.086, 0.157], [0.036, -0.214, 0.210], [0.150, 0.230, 0.206], [-0.071, -0.743, 0.580], [0.420, 0.614, -0.452]]
}

=====

{
  "formula": "C27H50FN2O32S8",
  "method": "ωB97M-V with the def2-TZVPD basis set",
  "e_above_lowest_kcal_mol": 0.0,
  "total_energy_ha": -6860.93528,
  "total_charge": 1,
  "homo_ha": -0.440,
  "homo_lumo_gap_ha": 0.2787,
  "elements": ["C", "C", "C", "N", "C", "C", "C", "C", "N", "C", "C", "F", "C", "C", "H", "H", "H", "H", "H", "H", "H", "H", "H", "H", "H", "H", "H", "H", "H", "H", "H", "H", "C", "C", "O", "S", "O", "O", "O", "H", "H", "H", "H", "C", "C", "O", "S", "O", "O", "O", "H", "H", "H", "H", "C", "C", "O", "S", "O", "O", "O", "H", "H", "H", "H", "C", "C", "O", "S", "O", "O", "O", "H", "H", "H", "H", "C", "C", "O", "S", "O", "O", "O", "H", "H", "H", "H", "C", "C", "O", "S", "O", "O", "O", "H", "H", "H", "H", "C", "C", "O", "S", "O", "O", "O", "H", "H", "H", "H", "C", "C", "O", "S", "O", "O", "O", "H", "H", "H", "H"],
  "positions_angstrom": [[2.026, -3.569, -2.994], [0.722, -3.160, -3.703], [0.040, -2.037, -2.895], [-1.406, -2.313, -2.527], [-1.469, -2.544, -1.123], [-1.548, -1.456, -0.243], [-1.561, -1.698, 1.128], [-1.493, -2.998, 1.579], [-1.453, -4.012, 0.706], [-1.438, -3.850, -0.629], [-1.369, -5.032, -1.557], [-0.117, -5.616, -1.371], [-2.424, -6.104, -1.251], [-2.166, -7.274, -2.233], [2.513, -4.360, -3.570], [1.865, -3.957, -1.985], [2.710, -2.720, -2.924], [0.974, -2.751, -4.683], [0.116, -4.061, -3.795], [0.610, -1.903, -1.969], [0.060, -1.075, -3.408], [-1.960, -1.493, -2.738], [-1.585, -0.442, -0.625], [-1.603, -0.868, 1.820], [-1.486, -3.206, 2.641], [-1.398, -4.965, 1.052], [-1.531, -4.734, -2.589], [-3.427, -5.729, -1.467], [-2.328, -6.497, -0.233], [-2.976, -7.999, -2.231], [-1.206, -7.739, -2.009], [-2.062, -6.860, -3.242], [2.193, -0.112, 3.211], [3.089, 0.616, 2.232], [2.180, 1.181, 1.272], [0.810, 1.569, 1.998], [0.824, 2.946, 2.311], [-0.257, 0.971, 1.267], [1.040, 0.734, 3.346], [1.867, -1.076, 2.813], [2.666, -0.262, 4.178], [3.798, -0.045, 1.742], [3.628, 1.433, 2.713], [-1.716, 0.668, 6.915], [-1.301, -0.483, 6.028], [-0.108, -0.996, 6.629], [-0.199, -0.810, 8.228], [-0.639, -2.031, 8.800], [0.980, -0.158, 8.660], [-1.420, 0.223, 8.247], [-1.118, 1.558, 6.709], [-2.770, 0.913, 6.820], [-1.108, -0.170, 5.004], [-2.050, -1.280, 6.031], [4.625, 0.180, -6.816], [4.095, -1.223, -6.655], [4.069, -1.433, -5.231], [3.754, -0.051, -4.496], [2.360, -0.005, -4.197], [4.745, 0.168, -3.506], [4.028, 0.920, -5.728], [5.705, 0.212, -6.701], [4.350, 0.621, -7.771], [4.724, -1.964, -7.142], [3.073, -1.312, -7.029], [10.337, -1.108, -5.453], [10.017, 0.356, -5.662], [9.569, 0.432, -7.023], [8.817, -0.923, -7.415], [7.413, -0.723, -7.276], [9.378, -1.424, -8.611], [9.315, -1.808, -6.180], [11.304, -1.372, -5.883], [10.317, -1.392, -4.404], [10.877, 1.001, -5.508], [9.199, 0.682, -5.016], [-6.021, -1.480, 8.895], [-5.978, -0.659, 10.166], [-5.427, 0.599, 9.760], [-5.885, 0.914, 8.258], [-7.005, 1.781, 8.287], [-4.717, 1.226, 7.505], [-6.393, -0.551, 7.869], [-5.037, -1.887, 8.650], [-6.744, -2.290, 8.947], [-5.362, -1.112, 10.938], [-6.981, -0.481, 10.559], [2.111, 3.481, -4.032], [2.222, 4.248, -2.732], [2.696, 5.542, -3.122], [2.119, 5.912, -4.569], [0.966, 6.726, -4.407], [3.198, 6.299, -5.398], [1.632, 4.442, -4.982], [3.087, 3.124, -4.368], [1.424, 2.642, -3.962], [2.909, 3.785, -2.029], [1.246, 4.372, -2.257], [-7.410, -1.948, 3.048], [-7.986, -3.336, 3.240], [-8.088, -3.486, 4.659], [-8.405, -2.057, 5.330], [-9.799, -1.955, 5.552], [-7.459, -1.817, 6.362], [-8.032, -1.152, 4.056], [-6.330, -1.937, 3.221], [-7.623, -1.542, 2.063], [-7.355, -4.114, 2.820], [-8.989, -3.413, 2.815], [-0.114, 10.355, -3.042], [-0.641, 8.946, -2.890], [-0.670, 8.726, -1.471], [-0.991, 10.107, -0.722], [-2.377, 10.156, -0.422], [-0.001, 10.315, 0.271], [-0.711, 11.085, -1.960], [0.970, 10.391, -2.922], [-0.387, 10.801, -3.994], [-0.011, 8.206, -3.377], [-1.662, 8.861, -3.269]],
  "atomic_forces_ev_per_a": [[0.129, -0.077, -0.459], [0.680, 0.458, 0.748], [-0.497, -0.343, -0.077], [0.669, -0.076, 0.540], [-0.434, 0.468, -0.503], [-0.058, -0.760, 0.478], [-0.067, 0.094, -0.325], [-0.131, 0.540, 0.328], [0.197, -0.376, -0.135], [0.066, 1.004, -0.678], [-1.000, -0.934, 1.054], [0.128, 0.229, -0.190], [0.466, -0.684, -0.904], [0.276, 0.550, -0.005], [0.119, 0.110, 0.108], [-0.182, 0.055, -0.077], [-0.014, -0.091, -0.027], [-0.157, -0.351, -0.105], [-0.298, 0.285, -0.216], [-0.071, 0.138, -0.061], [0.115, -0.167, -0.139], [0.014, -0.029, -0.055], [0.067, -0.046, 0.047], [0.030, -0.132, 0.044], [0.021, -0.357, -0.152], [-0.014, 0.074, 0.059], [0.470, 0.332, 0.072], [0.079, 0.235, 0.422], [-0.240, 0.276, 0.062], [0.115, -0.029, 0.089], [-0.212, -0.225, 0.067], [-0.207, -0.151, 0.012], [0.117, -0.407, -0.118], [0.301, 0.264, 0.372], [-0.357, -0.363, 0.009], [0.619, -0.001, 0.154], [-0.357, 0.034, -0.035], [-0.089, 0.124, -0.099], [0.057, 0.169, -0.160], [0.031, 0.003, -0.003], [-0.181, 0.163, 0.101], [-0.141, 0.043, -0.236], [0.004, -0.034, 0.026], [0.128, 0.509, -0.377], [-0.454, -0.274, 0.013], [0.150, 0.271, 0.039], [-0.280, 0.265, -0.097], [0.072, 0.000, 0.128], [0.130, -0.186, 0.020], [0.059, -0.474, -0.159], [0.030, -0.029, 0.004], [0.059, -0.110, 0.292], [0.266, 0.002, 0.060], [-0.056, 0.063, 0.000], [0.521, -0.014, -0.168], [-0.446, 0.045, -0.370], [0.190, 0.239, 0.196], [0.365, -0.162, -0.921], [0.043, 0.156, 0.377], [-0.324, -0.052, 0.377], [-0.459, -0.233, 0.167], [-0.134, 0.032, 0.021], [-0.188, 0.176, 0.151], [0.127, -0.060, 0.280], [0.018, -0.005, -0.012], [0.505, 0.033, -0.069], [-0.293, 0.068, 0.435], [0.123, -0.311, -0.113], [0.436, 0.096, 0.308], [0.133, -0.287, -0.181], [-0.228, 0.055, -0.165], [-0.295, 0.294, 0.020], [-0.004, 0.020, 0.008], [-0.214, -0.139, -0.055], [0.002, 0.044, -0.274], [0.036, -0.007, 0.030], [0.383, -0.276, 0.051], [-0.500, -0.102, 0.158], [0.269, -0.083, -0.332], [-0.183, -0.469, 0.500], [0.097, 0.165, -0.300], [-0.173, 0.167, -0.061], [0.655, 1.180, 1.082], [-0.006, -0.012, 0.048], [-0.139, 0.127, -0.197], [0.178, 0.197, -0.044], [0.003, -0.050, 0.000], [0.423, -0.264, 0.052], [-0.506, -0.097, 0.191], [0.166, -0.103, -0.337], [0.086, -0.403, 0.217], [0.108, -0.036, -0.297], [-0.046, 0.235, -0.002], [-0.149, 0.241, 0.276], [-0.011, -0.007, 0.012], [-0.119, 0.099, -0.177], [0.174, 0.207, -0.052], [0.011, -0.041, 0.010], [0.405, -0.104, -0.054], [-0.427, 0.042, -0.277], [0.373, 0.272, 0.061], [-0.024, -0.100, -0.168], [0.007, 0.120, 0.130], [-0.756, -0.919, -0.885], [-0.199, -0.221, 0.035], [-0.004, -0.029, -0.023], [-0.146, 0.155, 0.108], [0.040, -0.079, 0.236], [0.034, 0.015, -0.058], [0.441, -0.111, -0.031], [-0.377, -0.018, -0.354], [0.291, 0.275, 0.085], [0.054, -0.080, -0.375], [0.014, 0.128, 0.168], [-0.099, -0.069, 0.158], [-0.247, -0.228, 0.040], [-0.007, -0.019, -0.023], [-0.147, 0.151, 0.127], [-0.042, 0.062, 0.317], [0.013, 0.039, -0.015]]
}

=====

{
  "formula": "C2H6O2S2",
  "method": "ωB97M-V with the def2-TZVPD basis set",
  "e_above_lowest_kcal_mol": 7.9,
  "total_energy_ha": -1026.65006,
  "smiles": "O=CO.CSS",
  "homo_ha": -0.327,
  "homo_lumo_gap_ha": 0.3409,
  "elements": ["C", "S", "S", "H", "H", "H", "H", "O", "C", "O", "H", "H"],
  "positions_angstrom": [[-0.878, 0.226, 1.049], [-1.185, 0.756, -0.638], [-2.707, 2.094, -0.363], [-1.755, -0.320, 1.383], [-0.032, -0.458, 1.040], [-0.689, 1.035, 1.752], [-3.612, 1.221, 0.068], [2.762, -1.937, 1.501], [3.205, -2.421, 0.500], [3.259, -1.864, -0.721], [3.505, -3.467, 0.431], [2.574, -1.199, -0.876]],
  "atomic_forces_ev_per_a": [[-0.175, -0.200, 0.300], [0.191, 0.055, -0.167], [0.232, 0.335, 0.019], [-0.025, -0.129, 0.154], [0.107, -0.009, -0.034], [0.096, 0.162, -0.231], [-0.393, -0.235, -0.015], [0.070, 0.282, -0.331], [-0.916, -0.241, 0.170], [-0.048, -0.256, -0.415], [0.630, -0.076, 0.063], [0.232, 0.313, 0.487]]
}